Record 1
Density functional theory data (wB97M-V/def2-TZVPD) for a molecular structure, C43H38N3O2PSSiTa.

XYZ file:
```
90
Properties=species:S:1:pos:R:3:lowdin_charge:R:1
Ta 1.02 0.26 -0.22 1.512
C 4.15 -2.45 3.66 -0.168
Si 4.15 -3.63 2.23 0.491
C 4.18 -5.39 2.84 -0.181
C 5.58 -3.33 1.08 -0.180
C 2.49 -3.40 1.34 -0.214
C 1.51 -4.39 1.36 -0.042
C 0.25 -4.20 0.79 -0.029
C -0.03 -2.98 0.22 -0.112
N 0.89 -2.00 0.20 -0.125
C 2.11 -2.21 0.71 -0.674
S 3.15 -0.81 0.40 0.681
H 5.03 -2.60 4.30 0.042
H 3.26 -2.61 4.28 0.038
H 4.15 -1.41 3.32 0.018
H 5.14 -5.59 3.32 0.042
H 4.08 -6.10 2.01 0.042
H 3.40 -5.59 3.57 0.039
H 6.48 -3.74 1.53 0.040
H 5.74 -2.27 0.89 0.014
H 5.42 -3.84 0.12 0.042
H 1.73 -5.34 1.83 0.102
H -0.49 -4.98 0.79 0.115
H -0.99 -2.75 -0.22 0.116
O 2.66 3.78 -1.61 0.173
C 1.79 3.00 -1.48 -0.584
O 1.95 1.84 -0.74 -0.322
C 0.40 3.08 -2.06 -0.206
P -0.79 2.26 -0.93 1.026
C -1.13 3.45 0.38 -0.361
C -0.20 4.41 0.77 -0.064
C -0.52 5.31 1.79 -0.058
C -1.76 5.26 2.40 -0.066
C -2.69 4.29 2.02 -0.064
C -2.37 3.39 1.02 -0.104
C -2.35 2.14 -1.85 -0.361
C -2.77 0.91 -2.35 -0.117
C -3.95 0.82 -3.08 -0.068
C -4.71 1.96 -3.32 -0.058
C -4.29 3.19 -2.82 -0.056
C -3.11 3.28 -2.09 -0.079
H 0.38 2.49 -2.98 0.107
H 0.16 4.12 -2.30 0.116
H 0.76 4.49 0.29 0.106
H 0.21 6.05 2.09 0.116
H -2.01 5.97 3.18 0.113
H -3.66 4.25 2.50 0.113
H -3.11 2.65 0.72 0.110
H -2.18 0.02 -2.19 0.073
H -4.28 -0.14 -3.47 0.113
H -5.62 1.89 -3.89 0.113
H -4.88 4.08 -3.00 0.114
H -2.80 4.24 -1.70 0.117
C 1.43 3.18 4.44 -0.074
C 2.35 2.62 3.56 -0.061
C 1.94 1.66 2.64 -0.056
C 0.61 1.28 2.57 -0.280
C -0.31 1.86 3.44 -0.036
C 0.10 2.79 4.37 -0.067
N 0.17 0.33 1.57 -0.148
C -0.97 -0.47 1.89 -0.328
C -0.98 -1.22 3.07 -0.019
C -2.05 -2.05 3.33 -0.053
C -3.12 -2.15 2.43 -0.070
C -3.10 -1.40 1.27 -0.068
C -2.03 -0.55 1.00 -0.066
H 1.75 3.92 5.17 0.109
H 3.39 2.91 3.60 0.113
H 2.68 1.20 2.00 0.036
H -1.36 1.57 3.39 0.119
H -0.63 3.22 5.05 0.113
H -0.15 -1.15 3.75 0.129
H -2.06 -2.64 4.24 0.113
H -3.95 -2.80 2.65 0.110
H -3.93 -1.45 0.57 0.112
H -2.03 0.06 0.11 0.055
N -1.72 -2.66 -9.52 0.176
C -1.42 -2.34 -8.46 -0.168
C -1.03 -1.94 -7.12 -0.214
C -0.19 -2.76 -6.37 -0.007
C 0.17 -2.38 -5.09 -0.006
C -0.30 -1.18 -4.56 -0.235
C -1.13 -0.36 -5.32 -0.015
C -1.50 -0.74 -6.60 -0.008
C 0.08 -0.79 -3.23 -0.081
C 0.40 -0.45 -2.11 -0.165
H 0.17 -3.69 -6.79 0.127
H 0.82 -3.01 -4.50 0.124
H -1.49 0.58 -4.91 0.110
H -2.14 -0.11 -7.20 0.127
```

## Properties
E_LUMO	-3.94	eV
energy above the lowest of the compared OMol25 structures with the same formula, charge and spin	0.000	eV
charge	+1
HOMO energy	-10.82	eV
HOMO-LUMO gap	6.9	eV

=====

Record 2
Density functional theory data (wB97M-V/def2-TZVPD) for a molecular structure, C43H38N6OP2PtSTe.

XYZ file:
```
93
Properties=species:S:1:pos:R:3:lowdin_charge:R:1
Pt -0.05 -0.18 0.22 0.539
Te 1.61 -2.99 -2.87 1.268
C 1.92 -2.78 -4.96 -0.551
C 1.19 -1.88 -5.72 -0.138
C 1.45 -1.79 -7.08 -0.154
N 2.37 -2.52 -7.71 0.048
C 3.07 -3.37 -6.97 -0.162
C 2.89 -3.54 -5.60 -0.143
C 0.57 -1.21 -2.61 -0.952
P -0.87 -1.23 -1.59 0.661
C -1.67 -2.85 -1.41 -0.359
C -2.53 -3.29 -2.42 -0.073
C -3.08 -4.56 -2.36 -0.070
C -2.78 -5.40 -1.29 -0.076
C -1.92 -4.97 -0.29 -0.073
C -1.37 -3.70 -0.35 -0.118
C -2.10 -0.12 -2.33 -0.356
C -2.26 -0.12 -3.72 -0.105
C -3.14 0.78 -4.31 -0.072
C -3.83 1.69 -3.52 -0.072
C -3.65 1.71 -2.15 -0.071
C -2.80 0.80 -1.55 -0.094
P 1.18 0.16 -1.66 0.728
C 0.94 1.71 -2.57 -0.333
C 1.00 1.70 -3.96 -0.082
C 0.80 2.88 -4.67 -0.073
C 0.52 4.06 -3.99 -0.076
C 0.46 4.07 -2.60 -0.066
C 0.68 2.89 -1.89 -0.080
C 2.94 0.14 -1.22 -0.347
C 3.37 0.43 0.06 -0.090
C 4.73 0.44 0.34 -0.078
C 5.65 0.15 -0.66 -0.078
C 5.21 -0.14 -1.95 -0.070
C 3.86 -0.14 -2.23 -0.106
H 0.43 -1.26 -5.25 0.055
H 0.89 -1.10 -7.70 0.103
H 3.82 -3.96 -7.49 0.102
H 3.51 -4.25 -5.06 0.090
H -2.77 -2.64 -3.25 0.097
H -3.74 -4.90 -3.14 0.107
H -3.21 -6.39 -1.25 0.105
H -1.69 -5.62 0.54 0.107
H -0.70 -3.37 0.43 0.020
H -1.67 -0.78 -4.33 0.093
H -3.26 0.78 -5.38 0.105
H -4.49 2.41 -3.99 0.105
H -4.15 2.46 -1.54 0.091
H -2.64 0.83 -0.48 0.083
H 1.17 0.77 -4.48 0.085
H 0.84 2.87 -5.75 0.104
H 0.35 4.97 -4.54 0.104
H 0.23 4.98 -2.07 0.107
H 0.63 2.89 -0.81 0.069
H 2.66 0.66 0.84 0.073
H 5.08 0.67 1.34 0.104
H 6.71 0.16 -0.44 0.104
H 5.93 -0.36 -2.73 0.108
H 3.52 -0.37 -3.23 0.096
N -2.90 4.49 0.06 0.109
C -1.95 4.20 0.65 -0.388
N -0.84 3.94 1.33 0.080
C -0.40 2.74 1.38 -0.391
N 0.06 1.67 1.53 -0.018
C -3.29 2.78 5.39 -0.098
C -2.49 2.08 4.30 -0.234
C -1.63 0.96 4.88 -0.163
N -0.88 0.32 3.81 0.048
C -0.58 -0.95 3.67 -0.774
S -0.01 -1.63 2.21 0.633
N -0.76 -1.82 4.72 0.105
C -0.49 -1.68 6.09 -0.407
O -0.97 -2.48 6.86 0.119
C 0.43 -0.60 6.52 -0.175
C 0.23 -0.04 7.78 -0.021
C 1.07 0.96 8.23 -0.065
C 2.12 1.40 7.43 -0.069
C 2.34 0.82 6.19 -0.059
C 1.49 -0.18 5.73 -0.028
H -3.86 3.61 4.98 0.076
H -2.62 3.18 6.16 0.076
H -3.98 2.09 5.88 0.076
H -1.85 2.80 3.78 0.100
H -3.17 1.66 3.55 0.120
H -2.26 0.21 5.37 0.137
H -0.95 1.37 5.63 0.120
H -0.63 0.89 3.00 0.044
H -0.96 -2.78 4.45 0.140
H -0.59 -0.40 8.39 0.124
H 0.91 1.41 9.21 0.108
H 2.78 2.18 7.79 0.107
H 3.17 1.14 5.58 0.109
H 1.68 -0.63 4.76 0.112
```

## Properties
E_LUMO	-0.63	eV
energy above the lowest of the compared OMol25 structures with the same formula, charge and spin	1.769	eV
HOMO energy	-7.42	eV
HOMO-LUMO gap	6.8	eV

=====

Record 3
Density functional theory data (wB97M-V/def2-TZVPD) for a molecular structure, C43H39As2Cl2CuN3O12S.

XYZ file:
```
103
Properties=species:S:1:pos:R:3:lowdin_charge:R:1
Cu 0.28 -0.95 -1.06 0.185
O -1.18 -4.28 -2.82 -0.330
S -0.47 -3.42 -1.90 0.603
O 0.77 -2.85 -2.42 -0.312
N -1.36 -2.29 -1.20 -0.150
C -2.39 -1.65 -1.90 -0.251
C -3.36 -2.29 -2.64 -0.033
C -4.39 -1.59 -3.29 -0.081
C -4.48 -0.23 -3.22 -0.068
C -3.51 0.48 -2.47 -0.178
C -3.51 1.89 -2.41 -0.025
C -2.54 2.54 -1.72 -0.045
C -1.57 1.77 -1.04 -0.115
N -1.55 0.47 -1.04 0.098
C -2.49 -0.21 -1.79 -0.151
C 0.01 -4.40 -0.51 -0.269
C 0.98 -3.93 0.37 -0.065
C 1.34 -4.70 1.46 -0.074
C 0.74 -5.93 1.67 -0.091
C -0.21 -6.41 0.78 -0.088
C -0.58 -5.64 -0.32 -0.074
H -3.29 -3.37 -2.74 0.093
H -5.11 -2.15 -3.87 0.101
H -5.25 0.31 -3.75 0.103
H -4.29 2.44 -2.93 0.112
H -2.50 3.62 -1.66 0.102
H -0.78 2.27 -0.47 0.101
H 1.47 -2.98 0.18 0.079
H 2.09 -4.33 2.15 0.104
H 1.01 -6.53 2.53 0.097
H -0.67 -7.38 0.94 0.098
H -1.31 -5.99 -1.04 0.105
C -3.79 -4.28 0.45 -0.006
O -3.56 -2.94 0.88 -0.054
C -2.55 -2.75 1.75 -0.531
O -1.90 -3.62 2.26 0.107
C -2.33 -1.28 1.98 -0.268
C -3.36 -0.49 2.24 -0.328
As -3.38 1.47 2.37 1.307
C -3.78 1.54 4.29 -0.284
C -1.46 1.86 2.48 -0.313
C -0.46 1.08 2.10 -0.267
As -0.45 -0.85 1.66 1.371
C 0.26 -1.41 3.42 -0.244
C 0.91 1.67 1.84 -0.549
O 1.10 2.56 1.05 0.116
O 1.86 1.01 2.49 -0.047
C 3.21 1.33 2.12 -0.016
C -1.16 3.26 2.94 -0.525
O -0.17 3.59 3.54 0.127
O -2.17 4.10 2.65 -0.101
C -1.98 5.45 3.08 -0.042
C -4.73 -1.09 2.47 -0.555
O -4.97 -1.79 3.42 0.132
O -5.71 -0.75 1.61 -0.037
C -5.33 -0.37 0.27 -0.064
H -4.87 -4.43 0.45 0.097
H -3.31 -4.99 1.13 0.089
H -3.39 -4.39 -0.55 0.078
H -4.80 1.20 4.45 0.024
H -3.70 2.58 4.63 0.017
H -3.09 0.91 4.85 0.037
H 0.06 -0.66 4.18 0.028
H 1.33 -1.55 3.30 0.019
H -0.22 -2.36 3.67 0.018
H 3.80 0.45 2.39 0.099
H 3.53 2.21 2.67 0.094
H 3.27 1.51 1.05 0.079
H -2.94 5.94 2.95 0.090
H -1.22 5.94 2.46 0.098
H -1.66 5.48 4.12 0.092
H -6.10 -0.79 -0.38 0.097
H -4.37 -0.79 0.00 0.069
H -5.31 0.71 0.17 0.068
Cl 2.75 3.30 -2.46 0.778
C 3.85 3.63 -1.16 -0.559
C 3.42 4.54 -0.21 -0.129
C 4.20 4.86 0.89 -0.101
C 5.43 4.24 1.03 -0.140
C 5.85 3.33 0.08 -0.577
Cl 7.40 2.55 0.33 0.680
C 5.09 2.98 -1.06 -0.290
N 5.62 2.08 -1.95 0.062
C 5.02 1.45 -3.09 -0.256
C 5.17 2.06 -4.33 -0.062
C 4.66 1.46 -5.47 -0.096
C 4.01 0.23 -5.36 -0.078
C 3.87 -0.37 -4.13 -0.020
C 4.38 0.22 -2.97 -0.166
C 4.13 -0.44 -1.64 -0.036
C 2.67 -0.37 -1.19 -0.662
O 2.40 -0.91 -0.09 -0.070
O 1.83 0.16 -1.95 -0.034
H 2.44 4.98 -0.33 0.101
H 3.85 5.56 1.63 0.102
H 6.08 4.44 1.87 0.098
H 6.42 1.58 -1.58 0.076
H 5.68 3.01 -4.38 0.111
H 4.76 1.94 -6.43 0.094
H 3.59 -0.24 -6.24 0.099
H 3.33 -1.31 -4.03 0.125
H 4.75 -0.02 -0.85 0.112
H 4.37 -1.51 -1.70 0.131
```

## Properties
E_LUMO	2.19	eV
charge	-1
HOMO energy	-4.43	eV
HOMO-LUMO gap	6.6	eV

=====

Record 4
Density functional theory data (wB97M-V/def2-TZVPD) for a molecular structure, C43H39AsCl5CsN6OS.

XYZ file:
```
97
Properties=species:S:1:pos:R:3:lowdin_charge:R:1
Cs -0.46 -0.06 0.23 1.045
C -4.63 3.76 5.34 -0.082
C -3.32 3.32 4.71 -0.311
C -2.27 2.81 5.47 -0.077
C -1.10 2.37 4.89 -0.028
C -0.88 2.38 3.48 -0.266
N 0.21 1.83 2.90 0.060
C 1.42 1.93 3.52 -0.263
C 1.89 3.16 4.04 -0.033
C 3.17 3.34 4.54 -0.069
C 4.09 2.29 4.55 -0.311
C 5.52 2.48 5.00 -0.071
C 3.65 1.07 4.07 -0.057
C 2.36 0.87 3.60 -0.115
N 2.02 -0.49 3.27 -0.068
C 2.52 -1.60 3.85 -0.078
C 1.91 -2.69 3.27 -0.068
C 1.03 -2.12 2.33 -0.203
N 1.10 -0.80 2.34 -0.102
C -1.94 2.97 2.74 -0.126
C -3.12 3.38 3.34 -0.012
N -1.81 3.28 1.34 -0.094
C -2.03 4.50 0.82 -0.080
C -1.95 4.38 -0.55 -0.075
C -1.65 3.03 -0.76 -0.230
N -1.57 2.37 0.38 -0.119
H -4.58 3.69 6.43 0.061
H -5.47 3.14 5.01 0.069
H -4.87 4.80 5.08 0.065
H -2.37 2.75 6.55 0.097
H -0.31 1.96 5.51 0.107
H 1.20 3.99 4.00 0.111
H 3.47 4.32 4.89 0.097
H 5.69 3.51 5.32 0.063
H 6.22 2.25 4.20 0.066
H 5.76 1.82 5.85 0.068
H 4.36 0.24 4.03 0.092
H 3.25 -1.55 4.64 0.114
H 2.08 -3.73 3.48 0.089
H 0.34 -2.62 1.66 0.090
H -3.90 3.78 2.70 0.119
H -2.23 5.35 1.45 0.118
H -2.07 5.16 -1.28 0.087
H -1.52 2.50 -1.70 0.072
Cl 1.30 -1.34 -1.85 0.489
C 2.60 -1.43 -0.65 -0.722
C 3.13 -0.25 -0.17 -0.214
C 4.23 -0.43 0.65 -0.669
Cl 5.11 1.02 1.20 0.652
C 4.71 -1.66 1.08 -0.710
Cl 6.05 -1.80 2.18 0.615
C 4.09 -2.82 0.62 -0.724
Cl 4.60 -4.38 1.17 0.627
C 3.03 -2.71 -0.27 -0.716
Cl 2.22 -4.14 -0.83 0.644
C 1.13 3.69 -2.54 -0.319
As 1.71 2.10 -1.48 1.100
C 2.30 3.17 0.05 -0.301
C 3.38 1.85 -2.56 -0.329
C 4.24 3.05 -2.76 -0.302
C 5.14 3.46 -1.78 -0.058
C 5.94 4.59 -1.95 -0.095
C 5.86 5.33 -3.13 -0.123
C 4.97 4.93 -4.12 -0.110
C 4.18 3.81 -3.94 -0.076
H 1.92 4.44 -2.62 0.010
H 0.27 4.15 -2.06 -0.020
H 0.83 3.38 -3.55 0.016
H 2.99 3.96 -0.25 0.017
H 2.77 2.53 0.80 -0.017
H 1.41 3.62 0.48 0.017
H 3.02 1.45 -3.51 0.067
H 3.92 1.07 -2.03 0.041
H 5.21 2.88 -0.87 0.068
H 6.63 4.88 -1.17 0.095
H 6.48 6.21 -3.26 0.085
H 4.90 5.50 -5.04 0.089
H 3.48 3.51 -4.72 0.106
C -2.84 -0.10 -4.36 -0.251
S -2.35 -0.09 -2.62 0.757
O -3.42 0.71 -1.92 -0.545
C -2.64 -1.77 -2.25 -0.470
C -1.75 -2.75 -2.67 -0.191
C -2.04 -4.10 -2.56 -0.152
C -3.38 -4.43 -2.20 -0.169
C -4.28 -3.52 -1.75 -0.109
C -3.81 -2.12 -1.36 -0.317
H -3.85 -0.50 -4.39 0.053
H -2.15 -0.75 -4.89 0.045
H -2.80 0.92 -4.74 0.039
H -0.83 -2.44 -3.16 0.065
H -1.35 -4.85 -2.91 0.065
H -3.72 -5.45 -2.36 0.084
H -5.30 -3.79 -1.54 0.076
H -4.61 -1.40 -1.48 0.116
N -2.98 -2.19 1.15 0.122
C -3.39 -2.10 0.08 -0.204
```

## Properties
E_LUMO	3.71	eV
energy above the lowest of the compared OMol25 structures with the same formula, charge and spin	2.040	eV
charge	-2
HOMO energy	-1.50	eV
HOMO-LUMO gap	5.2	eV

=====

Record 5
Density functional theory data (wB97M-V/def2-TZVPD) for a molecular structure, C43H39Cl2MnN4O9S2.

XYZ file:
```
100
Properties=species:S:1:pos:R:3:mulliken_spin:R:1
Mn -0.09 -0.59 1.17 1.034
C 5.33 0.50 0.43 0.000
O 4.67 -0.09 1.56 0.000
C 3.52 -0.65 1.06 0.011
N 3.32 -0.60 -0.18 -0.002
C 4.50 0.05 -0.79 0.000
C 4.24 1.17 -1.76 -0.001
C 2.97 1.62 -2.09 0.003
C 2.81 2.61 -3.05 -0.001
C 3.91 3.19 -3.66 0.000
C 5.19 2.76 -3.32 0.000
C 5.34 1.75 -2.38 0.000
C 2.78 -1.41 2.11 -0.015
C 3.51 -1.77 3.24 0.000
C 2.95 -2.62 4.18 -0.004
C 1.68 -3.10 3.97 -0.003
C 0.99 -2.64 2.87 0.017
N 1.50 -1.80 1.95 -0.028
C -0.42 -2.98 2.66 -0.037
N -1.14 -2.41 1.79 -0.001
C -2.52 -2.85 2.00 0.007
C -2.35 -4.03 2.99 0.000
O -0.99 -3.90 3.46 -0.001
C -3.26 -3.19 0.73 -0.004
C -4.49 -3.83 0.81 -0.002
C -5.20 -4.13 -0.34 0.000
C -4.69 -3.79 -1.58 0.000
C -3.46 -3.15 -1.66 0.001
C -2.75 -2.84 -0.51 -0.004
H 6.36 0.12 0.42 0.000
H 5.34 1.58 0.55 0.000
H 5.03 -0.73 -1.35 0.000
H 2.11 1.17 -1.63 0.000
H 1.82 2.93 -3.31 0.000
H 3.78 3.97 -4.40 0.000
H 6.06 3.19 -3.80 0.000
H 6.34 1.39 -2.15 0.000
H 4.52 -1.40 3.34 0.000
H 3.51 -2.90 5.06 -0.001
H 1.19 -3.77 4.67 0.000
H -3.04 -2.02 2.49 -0.001
H -2.45 -4.99 2.49 -0.001
H -3.01 -3.98 3.85 0.000
H -4.90 -4.10 1.78 0.000
H -6.16 -4.63 -0.26 0.000
H -5.24 -4.02 -2.48 0.000
H -3.05 -2.87 -2.63 -0.001
H -1.81 -2.31 -0.57 0.007
C -5.63 4.31 1.32 0.000
C -4.68 4.31 0.16 0.000
C -4.14 5.48 -0.35 0.000
C -3.21 5.44 -1.38 0.000
Cl -2.53 6.93 -1.98 0.000
C -2.81 4.24 -1.92 0.000
C -3.34 3.05 -1.42 0.001
C -4.26 3.09 -0.38 -0.001
O -4.82 1.97 0.16 0.000
C -4.00 0.81 0.23 0.001
C -2.64 1.09 0.91 -0.012
O -2.59 1.98 1.75 0.003
O -1.71 0.35 0.48 -0.017
H -5.93 5.33 1.57 0.000
H -5.16 3.85 2.18 0.000
H -6.53 3.73 1.10 0.000
H -4.44 6.44 0.06 0.000
H -2.08 4.22 -2.72 0.000
H -3.00 2.11 -1.82 0.000
H -3.84 0.37 -0.76 -0.001
H -4.55 0.10 0.84 0.000
O 1.11 1.37 1.16 0.010
S 0.55 2.55 1.97 0.001
C -0.29 3.64 0.78 0.002
C 0.63 4.81 0.41 0.001
C 2.06 4.37 0.72 0.000
C 1.96 3.68 2.07 -0.001
H -1.24 3.93 1.22 0.000
H -0.50 2.98 -0.05 -0.001
H 0.37 5.68 1.02 0.000
H 0.50 5.09 -0.63 0.000
H 2.76 5.21 0.73 0.000
H 2.39 3.65 -0.03 0.000
H 1.71 4.39 2.86 0.000
H 2.83 3.09 2.37 0.000
O 0.54 -2.85 -4.99 0.000
S 1.42 -2.42 -3.93 0.000
O 2.71 -1.92 -4.31 0.000
N 0.67 -1.41 -2.91 0.008
C 0.56 -1.92 -1.69 -0.020
O 0.04 -1.37 -0.70 0.054
C 1.09 -3.33 -1.58 0.002
C 1.09 -4.16 -0.47 -0.005
C 1.65 -5.43 -0.60 0.002
C 2.19 -5.85 -1.81 0.000
C 2.19 -5.01 -2.92 0.000
C 1.63 -3.76 -2.77 0.001
H 0.66 -3.82 0.46 0.000
H 1.66 -6.10 0.25 0.000
H 2.62 -6.84 -1.89 0.000
H 2.60 -5.33 -3.87 0.000
Cl -0.48 -0.04 3.38 -0.002
```

## Properties
multiplicity	2
E_LUMO (alpha / beta)	1.86 / 1.86	eV
energy above the lowest of the compared OMol25 structures with the same formula, charge and spin	0.040	eV
charge	-1
HOMO energy (alpha / beta)	-5.20 / -4.63	eV
HOMO-LUMO gap (alpha / beta)	7.1 / 6.5	eV

=====

| no. | electronic energy (hartree) |
| --- | --- |
| 1 | -3062.10619 |
| 2 | -3533.41345 |
| 3 | -10159.86857 |
| 4 | -7020.74680 |
| 5 | -5426.09520 |